Entry 1:
The following is a DFT calculation (wB97M-V/def2-TZVPD) of a gas-phase ion, C12H16N3 (charge +1) at a distorted geometry.

Summary:
**HOMO**: -11.308 eV
**Gap between HOMO and LUMO**: 8.2 eV
**Charge**: +1
**SMILES**: CN(C[n+]1ccn(C)c1)c1ccccc1

The geometry in XYZ format:
```
31
Properties=species:S:1:pos:R:3:forces:R:3
C -1.151875 -1.825119 -1.764560 0.059 -0.185 0.026
N -0.342490 -1.027867 -0.850475 -0.893 0.527 0.964
C -1.041100 -0.737493 0.412802 0.961 -1.447 -1.389
N -1.433877 0.648440 0.590372 -0.268 1.199 0.083
C -2.660453 1.201468 0.219419 0.837 -0.334 0.352
C -2.703779 2.444658 0.734269 0.770 0.276 0.349
N -1.481754 2.666716 1.378969 -0.294 -0.625 -0.443
C -1.148718 3.845922 2.156943 0.301 0.669 0.598
C -0.721707 1.571184 1.254630 -1.099 -0.099 -0.255
C 1.035913 -1.338111 -0.761699 0.905 -0.319 0.353
C 1.496419 -2.659285 -0.951750 -0.171 0.625 -0.003
C 2.866358 -2.913619 -1.005611 -0.085 0.385 -0.022
C 3.776403 -1.853101 -0.901795 -0.135 0.021 0.011
C 3.320321 -0.550255 -0.644911 -0.096 -0.343 0.255
C 1.952660 -0.302895 -0.489973 0.000 -0.742 -0.569
H -0.554392 -2.091662 -2.647161 -0.306 0.205 0.257
H -1.497088 -2.758809 -1.282842 -0.041 0.192 -0.288
H -2.017382 -1.221920 -2.067336 0.138 -0.305 -0.091
H -0.391644 -1.021562 1.249163 -0.308 0.128 -0.038
H -1.960570 -1.341824 0.404721 0.214 0.303 0.406
H -3.361038 0.670012 -0.391387 -0.164 -0.179 0.041
H -3.478838 3.190759 0.715684 0.072 0.029 -0.030
H -1.954944 4.581632 2.058573 0.255 -0.262 -0.038
H -1.041439 3.585106 3.222112 -0.103 0.048 -0.450
H -0.209655 4.296539 1.811846 -0.307 -0.170 -0.015
H 0.289330 1.429631 1.617476 -0.272 0.063 0.097
H 0.763459 -3.466964 -1.062135 0.411 0.304 -0.042
H 3.203881 -3.938232 -1.157442 0.041 0.305 0.035
H 4.846140 -2.047897 -1.016534 -0.402 0.122 0.057
H 4.031274 0.276351 -0.579527 -0.203 -0.314 0.110
H 1.570571 0.688195 -0.251843 0.184 -0.076 -0.322
```
Forces are in eV/Å.

Results of the Löwdin charge analysis, in e, for atoms 1 through 6: -0.0701, -0.1475, -0.0970, -0.0112, 0.0194, 0.0147



Entry 2:
The following is a DFT calculation (wB97M-V/def2-TZVPD) of a molecular structure, C12H16N5O6Pd at a distorted geometry.

Summary:
**HOMO (spin up / spin down)**: -4.874 / -5.367 eV
**Gap between HOMO and LUMO (spin up / spin down)**: 7.5 / 6.6 eV
**Charge**: -1
**<S²>**: 2.049
**2S+1**: 3

The geometry in XYZ format:
```
40
Properties=species:S:1:pos:R:3:forces:R:3
Pd -0.238990 -0.011671 -0.061304 0.752 -0.798 -1.383
C 3.374442 -1.253841 -1.106603 -0.258 0.963 1.645
C 2.925060 0.184730 -0.695596 -0.356 -0.045 -0.941
C 4.083716 1.216770 -0.871826 -1.060 0.041 1.010
O 1.798138 0.428187 -1.589662 0.545 0.730 0.917
C 2.508572 0.243081 0.814573 1.608 -0.531 -0.543
O 3.432511 0.159723 1.607210 0.550 0.029 0.400
O 1.302731 0.319060 1.177323 -0.834 0.148 0.656
H 3.751616 -1.218212 -2.118406 0.317 -0.092 -0.162
H 2.467928 -1.877279 -1.108260 0.466 0.003 -0.001
H 4.111096 -1.590474 -0.339798 -0.449 -0.070 -0.832
H 4.499213 1.200939 -1.862889 -0.106 0.140 -0.639
H 4.859041 0.876772 -0.189155 0.072 0.225 0.123
H 3.751620 2.251071 -0.552021 0.365 -1.137 -0.518
H 1.548447 1.401262 -1.442344 -0.027 -0.725 -0.043
C -3.945365 2.221453 0.044357 -1.821 1.341 -0.256
C -2.564464 1.754691 -0.031363 1.668 -1.976 0.249
N -2.162758 0.480213 0.054874 -3.360 1.478 1.212
O -3.166750 -0.345246 0.487712 -0.448 -1.225 0.066
C -1.456048 2.628988 -0.207620 0.759 -0.572 0.019
C -1.487757 4.084937 0.022708 0.694 1.290 -1.085
N -0.363807 1.960932 -0.526734 0.865 2.772 -0.418
O 0.700816 2.624003 -0.779228 0.145 0.199 -0.131
H -4.677044 1.418395 0.186550 0.368 0.220 0.126
H -4.225616 2.757637 -0.903201 0.404 -0.619 0.499
H -4.121962 3.047015 0.788168 0.426 -1.000 -0.277
H -2.778211 -1.268623 0.570760 -0.048 1.259 -0.550
H -2.010276 4.536791 -0.839016 0.223 0.238 0.226
H -0.464073 4.572637 0.089704 -1.236 -0.980 -0.109
H -2.068754 4.352210 0.890668 -0.168 -0.018 0.453
N 0.577251 -3.369386 0.385517 0.504 -0.729 0.469
C -0.722233 -3.087043 0.502229 -2.251 0.778 -1.039
O -1.114534 -1.949151 0.025335 0.131 -2.023 0.649
C -1.713127 -4.030173 1.015037 3.091 1.285 -0.099
C -3.057984 -3.730087 1.041367 -2.038 -0.041 -1.321
N -4.174520 -3.526953 0.769239 0.904 0.080 0.879
C -1.014622 -4.984512 1.739609 -0.996 -0.389 0.385
N -0.277368 -5.647464 2.315474 0.781 -1.041 0.551
H 1.043640 -4.208102 0.771629 -0.661 1.048 -0.413
H 1.070439 -2.623299 -0.075002 0.481 -0.255 0.226
```
Forces are in eV/Å.

Results of the Löwdin charge analysis, in e, for atoms 1 through 6: 1.1556, -0.0088, -0.4922, -0.0207, -0.1191, -0.6418



Entry 3:
The following is a DFT calculation (wB97M-V/def2-TZVPD) of C12H16NOP in the gas phase at a distorted geometry.

Summary:
**HOMO**: -8.301 eV
**Gap between HOMO and LUMO**: 9.1 eV
**SMILES**: CC(C)(C)[P@H](=O)n1ccc2ccccc21

The geometry in XYZ format:
```
31
Properties=species:S:1:pos:R:3:forces:R:3
C -2.327346 -2.443635 1.390567 -0.991 1.012 -2.389
C -1.287497 -1.873296 0.424185 0.234 3.401 1.898
C -1.909395 -0.932455 -0.642103 -0.098 1.246 0.785
C -0.434936 -2.914921 -0.200763 1.290 0.379 1.841
P -0.285770 -0.631967 1.474429 -1.031 0.016 -0.132
O -1.203818 0.328143 2.189081 1.530 -1.174 -0.734
N 0.952704 0.157425 0.558843 -0.646 -1.032 0.092
C 2.258218 -0.323806 0.322956 -0.219 0.798 0.350
C 2.981540 0.632591 -0.326076 0.124 -0.394 1.460
C 2.101630 1.739159 -0.476462 1.289 1.939 -2.026
C 2.322694 2.980168 -1.163450 -1.011 -1.377 -0.582
C 1.174192 3.676550 -1.531458 0.473 -0.850 1.821
C -0.098901 3.397848 -0.956865 3.253 -2.427 0.507
C -0.246780 2.287503 -0.153972 0.275 0.025 -0.412
C 0.853479 1.410099 -0.037125 -1.182 0.290 0.938
H -1.978199 -3.224114 1.972388 1.026 -1.300 1.523
H -2.880533 -1.704556 1.945566 0.040 0.298 0.277
H -3.028427 -2.920271 0.711084 -0.563 -0.223 -0.027
H -1.123206 -0.574787 -1.304416 0.133 -0.599 -0.550
H -2.248065 0.136563 -0.261004 -0.244 -2.645 -0.337
H -2.642116 -1.588073 -1.149860 -0.050 1.075 -0.154
H 0.542037 -2.433850 -0.382247 -0.230 -0.662 -0.634
H -0.293581 -3.722432 0.544896 0.048 0.097 -0.766
H -0.954776 -3.211912 -1.065945 -0.083 -0.915 -1.315
H 0.588972 -1.502818 2.175564 -0.158 0.263 0.299
H 2.580408 -1.230323 0.794272 0.025 -0.321 -0.057
H 4.062918 0.680018 -0.386980 -0.233 -0.298 -0.422
H 3.340242 3.132169 -1.547908 -0.643 0.432 0.067
H 1.207945 4.527085 -2.123014 0.420 1.495 -1.130
H -0.856681 4.043072 -1.146969 -2.310 1.727 -0.424
H -1.166952 2.104824 0.352785 -0.469 -0.276 0.230
```
Forces are in eV/Å.

Results of the Löwdin charge analysis, in e, for atoms 1 through 6: -0.0800, -0.6747, -0.0852, -0.0811, 0.7915, -0.3532